1.
A structure of composition C36H31IrN6O7S. Source: the OMol25 dataset; level of theory: the ωB97M-V functional and the def2-TZVPD basis.

## Properties
Charge: +1
Orbital gap (spin up / spin down) (eV): 5.225 / 4.145
2S+1: 2
Energy relative to the best compared isomer or geometry (same formula, charge and spin) (kJ/mol): 335.0

Atoms and positions in Å:
Ir 0.437240 -0.136172 0.164291
C 0.737140 -0.162372 -3.382109
O -0.084260 -0.082472 -2.239909
C -1.431160 -0.197072 -2.371009
C -2.071060 -0.263672 -3.598309
C -3.453160 -0.351372 -3.672609
C -4.210560 -0.347072 -2.506909
C -3.591760 -0.284472 -1.283709
C -2.187060 -0.227772 -1.161709
N -1.587760 -0.212872 0.058991
N -2.349160 -0.200372 1.103991
C -2.184960 -0.279572 2.401291
C -0.894360 -0.546472 3.069391
O 0.133940 -0.852072 2.409791
C -0.872660 -0.508472 4.487591
C -1.982660 -0.284072 5.248291
C -3.252260 -0.133072 4.640591
C -4.419560 0.020128 5.402891
C -5.653360 0.079528 4.797291
C -5.758460 0.010228 3.405291
C -4.632360 -0.104872 2.634191
C -3.352460 -0.171372 3.220591
H 0.519340 0.643128 -4.085509
H 0.623640 -1.130672 -3.876009
H 1.753140 -0.050172 -3.014209
H -1.499460 -0.241372 -4.511309
H -3.930860 -0.420972 -4.635009
H -5.286760 -0.395772 -2.562409
H -4.168260 -0.267672 -0.376009
H 0.090140 -0.672572 4.946591
H -1.910360 -0.247672 6.323991
H -4.338360 0.072828 6.480291
H -6.545460 0.160828 5.398891
H -6.729860 0.045728 2.937991
H -4.708760 -0.162872 1.561891
N 1.953240 4.604528 -5.536709
C 1.351840 4.299128 -4.358309
C 0.237740 3.444928 -4.325409
C -0.335360 3.103428 -3.120609
C 0.191240 3.600928 -1.940709
C 1.281440 4.454528 -1.950209
C 1.861740 4.801728 -3.149509
S -0.559760 3.117728 -0.407009
O -1.801960 2.461828 -0.701009
O -0.558260 4.186828 0.541791
N 0.448840 1.894428 0.173491
C 1.494540 2.244028 0.926991
N 1.903240 1.266328 1.758091
C 2.870740 1.510428 2.606591
C 3.500940 2.749228 2.645391
C 3.069640 3.674728 1.702591
N 2.094340 3.428228 0.852991
H 1.487940 4.379028 -6.397309
H 2.637440 5.340028 -5.564909
H -0.173260 3.080728 -5.255209
H -1.212260 2.476428 -3.066409
H 1.642240 4.837128 -1.009309
H 2.704040 5.473128 -3.178409
H 3.142140 0.707328 3.277091
H 4.275640 2.976428 3.356191
H 3.539740 4.646028 1.616491
C 0.386440 -7.075772 0.529891
O 1.731640 -6.641372 0.565291
C 2.003240 -5.340772 0.413591
C 3.368840 -4.973772 0.505791
C 3.746240 -3.672672 0.338191
C 2.815740 -2.634572 0.104991
C 3.250140 -1.306472 -0.198309
C 4.720640 -1.056772 -0.438309
O 2.509740 -0.308372 -0.342509
C 1.417840 -2.985972 0.095391
O 0.446940 -2.163172 -0.050109
C 1.063940 -4.351972 0.202991
H 0.415440 -8.149272 0.703291
H -0.067260 -6.874572 -0.444009
H -0.201060 -6.596072 1.315891
H 4.093440 -5.748872 0.701691
H 4.796340 -3.437172 0.413491
H 5.106140 -1.718672 -1.209209
H 5.275140 -1.229672 0.481391
H 4.855640 -0.021272 -0.745509
H 0.009540 -4.568972 0.141991

Force components x, y, z for each atom (eV/Å):
-2.9810 -1.9866 -1.6379
0.6751 -0.0904 -0.4899
0.6034 0.0688 1.7550
-1.3677 -0.1065 1.0891
0.0956 0.0744 0.0154
-0.0059 0.0238 0.3899
0.0822 -0.0010 -0.4864
0.8031 -0.0147 0.3158
-1.4522 -0.3583 -2.8849
1.9506 0.4362 4.5778
-0.5381 -0.2551 -1.7764
2.1106 -0.1369 -0.0820
-1.2380 0.2452 -1.2270
1.1013 0.9653 -1.5823
0.2326 -0.0965 0.9305
0.8104 -0.1645 -0.7961
-0.6649 0.0922 -0.9240
-0.1193 -0.0687 -0.0799
0.0175 0.0101 0.1318
0.0312 -0.0049 0.2537
0.4301 0.0256 0.1140
-1.3353 0.2305 0.6891
-0.0307 0.0054 0.1237
-0.0380 0.0215 0.1055
0.0386 -0.0048 -0.0668
0.1055 -0.0326 -0.0677
-0.0524 0.0114 -0.1481
-0.0859 0.0026 0.0196
-0.0593 -0.0397 -0.0034
0.0929 -0.0129 0.0823
0.0717 0.0057 0.1452
0.0085 -0.0295 0.0503
-0.0636 0.0635 0.0591
-0.1067 -0.0050 -0.0494
-0.0477 0.0447 -0.0269
0.1569 0.0545 -0.2809
-0.0663 -0.1565 0.3313
0.0974 0.1390 0.0718
-0.1557 -0.0575 -0.0524
-0.3089 -0.3143 0.7924
0.1163 0.2723 -0.0130
-0.2048 -0.1225 -0.0521
-0.8150 0.5905 -0.8837
0.3391 -0.0849 -0.0783
0.3066 -0.3219 -0.1805
-0.7087 -1.7557 -0.4417
2.7204 0.7561 2.2456
-0.5348 0.0542 -0.0680
0.4477 0.5735 0.1749
-0.1989 -0.0591 -0.1349
0.3991 -0.1737 0.3726
-0.5835 0.0888 -0.5754
0.0386 0.0803 -0.0256
-0.0628 -0.0219 -0.0597
-0.0954 -0.0637 -0.0931
-0.1007 -0.0918 -0.1230
0.1210 0.0783 -0.0059
0.1526 0.1197 0.0557
0.0676 -0.1082 0.0719
0.1207 0.0244 0.0590
0.0293 0.0691 0.0461
-0.3347 -0.0853 -0.0322
0.4490 0.2077 -0.0020
-0.0082 0.5295 -0.0022
0.2002 0.0632 -0.0434
-0.0198 -0.5208 0.0823
-0.9265 0.4295 0.1071
0.7434 -0.7484 -0.0125
-0.2843 0.2400 -0.0700
-0.6266 0.6295 0.3409
1.3567 -0.9038 0.2090
-0.9405 1.7983 -0.3454
-0.2276 -0.0137 0.0334
-0.0070 0.0900 -0.0261
0.0275 0.0013 0.0376
0.0171 0.0024 -0.0132
0.0724 -0.0300 0.0083
0.0724 0.0220 -0.0522
0.0711 -0.0742 -0.0039
0.1008 -0.0308 0.0553
-0.0019 -0.0507 0.0384
-0.0858 -0.0431 0.0189

=====

2.
The ion C5H13IN with charge +1. Source: the OMol25 dataset; level of theory: the ωB97M-V functional and the def2-TZVPD basis.

## Properties
Charge: +1
Structure (SMILES): CC[NH2+]C(C)(C)I
Orbital gap (eV): 10.316
2S+1: 1
Energy relative to the best compared isomer or geometry (same formula, charge and spin) (kJ/mol): 153.8

Atoms and positions in Å:
C -2.275533 -0.425182 -1.297555
C 0.743347 1.395885 1.197019
C 1.517682 -1.043972 0.795331
C -1.304236 -0.442387 -0.077445
C 1.314928 0.348045 0.203724
N 0.001861 0.028570 -0.698163
I 2.815084 1.150952 -1.099118
H -2.229306 0.666668 -1.789682
H -2.043137 -1.223767 -2.082420
H -3.176089 -0.704897 -0.922176
H 0.185800 2.093316 0.726630
H 0.299825 1.057985 2.210449
H 1.713817 1.994366 1.538147
H 1.801572 -1.652564 0.049446
H 0.786755 -1.425640 1.430409
H 2.433514 -0.948911 1.384389
H -1.100244 -1.378774 0.412417
H -1.696162 0.149810 0.652393
H 0.374589 -0.529013 -1.420629
H -0.164065 0.889511 -1.213167

Force components x, y, z for each atom (eV/Å):
3.3197 0.9292 -1.7692
5.1510 -0.9905 3.4905
2.9785 3.5299 1.5347
1.1710 -1.5811 -3.8182
-4.0380 -0.7324 1.0293
1.0698 2.4738 1.2461
-0.4625 -0.4567 0.3527
-0.5559 -2.5482 1.0977
0.0588 1.2545 0.9782
-3.0932 -0.1905 0.7731
-2.0832 2.2069 -1.4854
0.4740 0.0013 -2.0300
-2.0701 -1.0743 -0.4493
0.6263 -2.6496 -2.6649
-1.5364 -0.3044 0.8140
-0.0405 -0.2038 0.3191
-0.1617 -0.6645 -0.3873
-0.3610 2.3997 1.8763
-0.0587 -1.7733 -1.0259
-0.3879 0.3741 0.1184

=====

3.
A structure of composition C23H32N5OSSe3TeV. Source: the OMol25 dataset; level of theory: the ωB97M-V functional and the def2-TZVPD basis.

## Properties
Orbital gap (spin up / spin down) (eV): 6.271 / 6.086
2S+1: 3
Energy relative to the best compared isomer or geometry (same formula, charge and spin) (kJ/mol): 0.0

Atoms and positions in Å:
V -1.183212 1.858373 0.131005
C 2.734199 3.661970 1.047969
C 1.337786 3.367030 0.618646
N 0.695466 2.302063 0.922304
N 1.155229 1.407395 1.855673
C 0.082185 0.892978 2.424267
O -1.121808 1.216614 2.083727
C 0.270265 -0.107116 3.497106
C -0.850027 -0.662806 4.105393
C -0.696071 -1.620596 5.096854
C 0.573957 -2.027238 5.478758
C 1.694512 -1.474383 4.869611
C 1.545264 -0.515835 3.881978
C 0.477910 4.354972 -0.055881
C 0.917205 5.596648 -0.464104
C -0.018107 6.532481 -0.894498
C -1.352818 6.191625 -0.893585
C -1.716168 4.902731 -0.513246
N -0.828967 4.001785 -0.107184
H 3.060892 2.908537 1.758925
H 2.803760 4.649727 1.504672
H 3.400214 3.644631 0.181861
H -1.831692 -0.339994 3.788054
H -1.569057 -2.051751 5.569378
H 0.692638 -2.776201 6.251471
H 2.685931 -1.791444 5.166699
H 2.405661 -0.075253 3.397297
H 1.970644 5.835655 -0.425251
H 0.299324 7.517339 -1.210528
H -2.115667 6.892605 -1.199314
H -2.749596 4.586693 -0.508661
Se -0.577755 1.823757 -2.410216
Se -2.085165 3.380416 -3.253469
Te -4.255055 2.458239 -2.371134
Se -3.651677 1.987225 0.041666
C -2.097912 -4.622781 -2.407288
C -3.450582 -3.952772 -2.174192
C -3.396050 -2.618648 -1.432864
C -2.776783 -1.453802 -2.195009
N -1.327574 -1.560130 -2.389260
C -0.426106 -1.149881 -1.504707
S -0.889887 -0.667601 0.079672
N 0.859689 -1.166679 -1.866260
C 1.973264 -0.701865 -1.038306
C 2.435702 -1.721048 -0.003603
C 2.775028 -3.093430 -0.578308
C 3.893163 -3.069335 -1.615929
H -2.229316 -5.640388 -2.777468
H -1.525020 -4.673596 -1.478583
H -1.491744 -4.087805 -3.139057
H -4.075833 -4.633821 -1.591451
H -3.964090 -3.816240 -3.131813
H -2.867495 -2.735502 -0.483555
H -4.415328 -2.312464 -1.182319
H -2.975521 -0.517471 -1.672001
H -3.215773 -1.371341 -3.190792
H -1.004750 -1.752088 -3.324840
H 1.068019 -1.379859 -2.829252
H 1.677887 0.218808 -0.536355
H 2.778654 -0.455109 -1.730820
H 1.657838 -1.817920 0.755817
H 3.313610 -1.299648 0.496040
H 1.874762 -3.535729 -1.015245
H 3.063303 -3.749746 0.245754
H 3.611909 -2.506341 -2.508827
H 4.152458 -4.078161 -1.938184
H 4.794262 -2.606500 -1.207252

Force components x, y, z for each atom (eV/Å):
0.0836 -0.0935 0.1020
-0.0322 0.0456 0.0311
0.0068 -0.1061 -0.0047
0.0055 0.0120 -0.0574
0.0850 0.0097 0.0557
-0.1718 0.1761 -0.1741
0.0644 -0.0361 0.0311
-0.0316 -0.0413 0.0605
0.0274 -0.0356 0.0308
-0.0078 0.0137 -0.0175
0.0194 -0.0015 0.0028
-0.0039 -0.0036 0.0021
-0.0178 0.0057 -0.0007
-0.0032 -0.0316 0.0035
0.0471 -0.0221 0.0215
-0.0658 0.0001 -0.0082
0.0702 0.0071 0.0105
-0.0037 0.0401 -0.0230
-0.0131 -0.0343 -0.0320
-0.0027 -0.0078 -0.0045
0.0051 -0.0053 0.0045
-0.0086 0.0176 -0.0107
-0.0018 0.0120 -0.0092
0.0012 -0.0021 0.0008
0.0035 0.0004 0.0002
-0.0033 -0.0073 0.0068
0.0024 -0.0032 0.0035
-0.0073 0.0012 -0.0019
0.0109 -0.0013 0.0048
-0.0167 -0.0161 0.0001
-0.0096 -0.0012 0.0134
0.0423 -0.0165 0.0025
-0.0518 0.0434 -0.0254
0.0154 -0.0251 0.0549
-0.0555 0.0174 -0.0310
-0.0193 0.0058 0.0032
0.0095 -0.0027 -0.0068
0.0123 0.0062 -0.0170
-0.0185 -0.0002 0.0050
-0.0098 -0.0009 0.0377
-0.0148 -0.0163 -0.0401
0.0588 0.0863 -0.0174
-0.0120 0.0157 0.0071
0.0179 0.0184 -0.0042
-0.0167 -0.0351 0.0034
0.0167 0.0128 -0.0119
-0.0241 -0.0070 0.0221
0.0071 0.0000 -0.0004
0.0068 -0.0017 -0.0038
0.0040 -0.0063 0.0020
-0.0057 0.0020 -0.0064
-0.0046 -0.0025 0.0020
-0.0086 -0.0015 0.0060
0.0055 0.0006 0.0149
0.0083 -0.0041 -0.0287
0.0036 0.0090 -0.0061
-0.0080 0.0004 0.0082
-0.0048 -0.0120 -0.0071
-0.0038 0.0098 0.0014
-0.0039 -0.0050 -0.0011
0.0171 0.0070 0.0088
-0.0003 0.0102 0.0030
-0.0008 -0.0022 0.0016
-0.0100 -0.0035 0.0004
0.0031 0.0001 -0.0043
0.0079 0.0047 -0.0072
0.0049 0.0016 -0.0066

=====

4.
A cluster of 2 separate species, C10H14N2O in total. Source: the OMol25 dataset; level of theory: the ωB97M-V functional and the def2-TZVPD basis.

## Properties
Orbital gap (spin up / spin down) (eV): 7.327 / 7.061
2S+1: 1
Energy relative to the best compared isomer or geometry (same formula, charge and spin) (kJ/mol): 531.1

Atoms and positions in Å:
C 3.230776 0.708621 -0.131190
C 2.362751 0.742385 -1.222330
C 2.592750 0.687330 1.131717
C 0.982129 0.624913 -1.139455
C 1.235208 0.546779 1.310460
C 0.334172 0.615208 0.162139
C -2.949642 1.968439 -0.658639
C -1.964017 1.048392 -0.764990
C -0.418627 -2.342672 1.113976
C -1.059740 0.651194 0.308781
N -0.710390 -1.994884 -1.191096
N -1.111757 -1.591694 0.063031
O -1.599171 0.638507 1.611399
H 4.309347 0.594330 -0.227395
H 2.881719 0.927371 -2.169943
H 3.231355 0.708710 2.083904
H 0.439984 0.806282 -2.024038
H 0.790509 0.459692 2.261021
H -3.500773 2.273951 -1.526946
H -3.014294 2.454906 0.290307
H -1.586075 0.591431 -1.699941
H -0.498334 -3.413635 0.875832
H 0.549785 -1.957051 1.320988
H -1.113901 -2.461988 1.939169
H -1.063047 -1.584222 -2.082459
H 0.133024 -2.517641 -1.321404
H -2.483750 0.815350 1.687089

Force components x, y, z for each atom (eV/Å):
-1.4906 -0.1822 0.9845
1.2100 -0.1330 -0.4367
1.7268 -0.6887 1.5050
0.2384 0.9653 2.1986
-0.8271 0.6175 -2.5020
2.5728 -0.2209 -0.1188
1.6700 -1.4805 -0.3873
0.7122 0.1457 -0.4351
-2.2780 -1.0012 -1.0733
-2.1082 -0.3028 1.7482
-0.4734 0.3962 -0.0035
-0.8240 -0.5614 -1.7101
5.0948 -0.4263 -0.9573
-0.3035 0.5076 -0.0348
-0.6640 -0.4035 -0.0577
-0.8972 -0.1233 -1.5138
-0.6903 -0.0148 -0.8279
-0.2756 0.1054 1.0538
-0.3285 0.1591 0.0223
-0.6076 0.4223 0.3351
-0.9694 0.5037 0.1884
1.1186 0.0440 -0.7340
0.9711 0.0725 0.4675
0.2518 1.2976 0.7245
0.0305 -0.2045 1.8189
0.5932 -0.0814 0.2262
-3.4528 0.5876 -0.4807

=====

Number 1: calculated total energy -74773.217 eV, strongest force on any atom 5.00 eV/Å. Number 2: calculated total energy -14978.426 eV, strongest force on any atom 6.30 eV/Å. Number 3: calculated total energy -273727.613 eV, strongest force on any atom 0.30 eV/Å. Number 4: calculated total energy -15619.796 eV, strongest force on any atom 5.20 eV/Å.